C2H5OS | wB97M-V/def2-TZVPD

Total energy ... -15038.4015 eV
ΔE to the lowest compared entry with this formula, charge and spin ... 0.1714 eV
LUMO level ... 3.69 eV
Frontier orbital gap ... 6.372 eV
Largest force on an atom ... 0.46 eV/Å
Net charge ... -1

Cartesian coordinates (Å):
S  2.46  2.09  0.38
H  3.00  0.94  0.83
O  -1.49  -1.88  -1.05
C  -1.20  -1.18  -0.10
C  -0.48  0.12  -0.20
H  -1.50  -1.54  0.91
H  -0.17  0.26  -1.23
H  -1.09  0.98  0.10
H  0.46  0.20  0.37

Mulliken atomic charge list, values in e, 6 entries:
1 S -0.873
2 H -0.061
3 O -0.500
4 C 0.163
5 C -0.680
6 H 0.315



C2H5OS | wB97M-V/def2-TZVPD

Total energy ... -15038.3447 eV
ΔE to the lowest compared entry with this formula, charge and spin ... 0.2282 eV
LUMO level ... 4.07 eV
Frontier orbital gap ... 6.936 eV
Largest force on an atom ... 1.93 eV/Å
Net charge ... -1

Cartesian coordinates (Å):
S  2.51  0.19  -0.51
H  3.60  1.00  -0.59
O  -2.29  -0.57  -0.97
C  -1.16  -0.32  -0.60
C  -0.73  -0.11  0.80
H  -0.35  -0.20  -1.35
H  -1.11  -0.83  1.51
H  -0.83  0.97  0.96
H  0.37  -0.14  0.74

Mulliken atomic charge list, values in e, 6 entries:
1 S -0.845
2 H -0.051
3 O -0.539
4 C 0.170
5 C -0.560
6 H 0.272



C2H5PS | wB97M-V/def2-TZVPD

Total energy ... -22275.9803 eV
SMILES ... C=P.C=S
ΔE to the lowest compared entry with this formula, charge and spin ... 1.9238 eV
LUMO level ... -0.34 eV
Frontier orbital gap ... 8.498 eV
Largest force on an atom ... 2.80 eV/Å

Cartesian coordinates (Å):
C  -2.94  0.33  0.37
P  -1.77  1.26  -0.40
H  -3.10  0.55  1.37
H  -3.76  -0.09  -0.12
H  -2.30  0.85  -1.60
C  3.17  0.22  -0.36
S  1.88  -0.06  0.51
H  3.19  -0.19  -1.31
H  4.05  0.69  -0.02

Mulliken atomic charge list, values in e, 6 entries:
1 C -0.510
2 P -0.004
3 H 0.263
4 H 0.263
5 H -0.003
6 C -0.345



C2H5PS | wB97M-V/def2-TZVPD

Total energy ... -22276.2291 eV
SMILES ... [PH3]=S.C#C
ΔE to the lowest compared entry with this formula, charge and spin ... 1.6750 eV
LUMO level ... 0.78 eV
Frontier orbital gap ... 9.738 eV
Largest force on an atom ... 0.75 eV/Å

Cartesian coordinates (Å):
P  -0.76  0.42  1.24
S  -1.99  0.03  -0.16
H  0.60  0.39  0.95
H  -0.86  1.67  1.85
H  -0.80  -0.38  2.38
C  1.47  -0.39  -1.30
C  0.43  -0.67  -1.81
H  2.36  -0.12  -0.82
H  -0.43  -0.96  -2.34

Mulliken atomic charge list, values in e, 6 entries:
1 P 0.202
2 S -0.362
3 H 0.002
4 H 0.074
5 H 0.076
6 C -0.522



C2H5PS3 | wB97M-V/def2-TZVPD

Total energy ... -43947.2444 eV
SMILES ... C=S1#S#P(S)C1
ΔE to the lowest compared entry with this formula, charge and spin ... 2.2533 eV
LUMO level (alpha / beta) ... -0.82 / -0.82 eV
Frontier orbital gap (alpha / beta) ... 7.194 / 7.195 eV
Largest force on an atom ... 4.31 eV/Å

Cartesian coordinates (Å):
C  2.31  0.47  0.65
S  0.62  0.39  0.73
S  -1.01  1.97  -0.19
P  -1.77  0.19  -1.04
S  -2.37  -0.91  0.80
C  -0.01  -0.54  -0.71
H  2.80  0.07  -0.17
H  2.75  1.19  1.28
H  -3.65  -1.11  0.70
H  -0.16  -1.54  -0.54
H  0.48  -0.18  -1.51

Mulliken atomic charge list, values in e, 6 entries:
1 C -0.638
2 S 0.305
3 S -0.304
4 P 0.203
5 S -0.277
6 C -1.119



C2H67FN2O34S | wB97M-V/def2-TZVPD

Total energy ... -89301.7121 eV
ΔE to the lowest compared entry with this formula, charge and spin ... 4.6065 eV
LUMO level ... -1.56 eV
Frontier orbital gap ... 8.371 eV
Largest force on an atom ... 10.84 eV/Å

Cartesian coordinates (Å):
C  4.11  1.86  0.94
C  2.77  1.74  1.41
N  1.24  1.65  1.61
N  0.87  0.52  0.89
S  0.60  3.13  0.96
O  1.54  3.64  -0.16
O  -0.90  3.09  0.57
F  0.71  4.30  2.25
H  5.11  2.10  0.34
H  1.68  0.17  0.32
H  0.12  0.71  0.19
O  0.28  3.19  4.80
H  0.15  3.98  5.34
H  0.76  3.51  4.02
O  3.90  -1.37  1.89
H  4.05  -1.65  2.80
H  3.14  -0.77  1.95
O  1.21  -2.57  1.44
H  0.82  -2.97  2.22
H  1.86  -3.22  1.13
O  -0.61  7.29  2.29
H  -1.56  7.14  2.28
H  -0.23  6.41  2.15
O  3.58  0.63  -1.53
H  4.21  0.15  -0.97
H  4.01  0.66  -2.39
O  1.21  -0.95  -1.93
H  0.49  -0.88  -2.58
H  2.01  -0.77  -2.45
O  2.65  -2.83  -3.42
H  2.26  -3.24  -2.64
H  3.30  -3.49  -3.73
O  -3.68  3.15  -0.74
H  -3.93  2.21  -0.69
H  -3.09  3.28  0.02
O  -3.25  -0.15  -1.78
H  -3.97  -0.08  -2.43
H  -2.45  0.03  -2.30
O  -6.32  1.85  0.46
H  -5.94  1.52  1.29
H  -5.66  2.47  0.13
O  -3.76  6.32  1.88
H  -4.62  6.78  1.88
H  -3.99  5.41  1.65
O  -0.27  6.38  -1.15
H  -0.52  6.76  -0.29
H  0.13  5.53  -0.92
O  1.77  -5.11  -1.09
H  0.81  -5.25  -1.11
H  2.15  -5.99  -1.24
O  1.23  -1.87  -5.99
H  1.61  -2.20  -5.17
H  1.89  -1.25  -6.32
O  -0.46  -4.28  3.13
H  -1.32  -3.81  3.12
H  -0.69  -5.19  2.90
O  -0.73  -4.93  -2.66
H  -1.26  -5.74  -2.68
H  -1.38  -4.23  -2.84
O  -1.59  -3.99  0.41
H  -0.90  -4.06  -0.27
H  -1.77  -3.04  0.46
O  0.89  -5.68  4.93
H  1.22  -5.49  5.82
H  0.82  -4.81  4.51
O  -0.67  -1.41  -8.59
H  -0.20  -1.36  -7.74
H  -1.60  -1.52  -8.34
O  -3.46  -2.81  1.72
H  -4.32  -2.35  1.72
H  -3.69  -3.72  1.50
O  4.97  3.42  -1.64
H  4.44  2.60  -1.67
H  4.32  4.12  -1.82
O  -4.59  6.94  4.54
H  -3.90  6.87  3.86
H  -4.77  7.89  4.59
O  -6.32  -2.92  2.56
H  -6.17  -3.20  3.47
H  -7.08  -2.32  2.62
O  4.70  0.97  -4.63
H  3.98  1.04  -5.28
H  5.50  1.15  -5.15
O  -0.79  -0.07  4.29
H  -0.92  0.73  4.83
H  -0.32  0.26  3.51
O  -1.00  0.84  -6.63
H  -1.72  0.91  -7.28
H  -0.20  1.02  -7.15
O  0.67  2.52  7.90
H  0.90  1.73  8.41
H  0.90  2.28  6.99
O  3.41  -4.43  4.72
H  3.16  -5.36  4.77
H  4.00  -4.30  5.48
O  4.34  -1.62  -6.23
H  3.95  -2.02  -5.45
H  4.99  -2.27  -6.54
O  -1.03  -7.27  -1.10
H  -0.79  -8.01  -0.52
H  -1.12  -6.52  -0.49
O  7.33  2.34  -3.12
H  7.47  2.05  -2.21
H  6.57  2.94  -3.06
O  -9.10  1.63  1.81
H  -9.82  1.70  1.16
H  -8.30  1.81  1.29

Mulliken atomic charge list, values in e, 6 entries:
1 C -0.354
2 C -0.207
3 N 0.313
4 N -0.324
5 S 0.848
6 O -0.450



C2H6BCa2F6O | wB97M-V/def2-TZVPD

Total energy ... -58073.8678 eV
ΔE to the lowest compared entry with this formula, charge and spin ... 0.0000 eV
LUMO level ... -4.81 eV
Frontier orbital gap ... 9.327 eV
Largest force on an atom ... 17.26 eV/Å
Net charge ... +1

Cartesian coordinates (Å):
Ca  0.65  1.32  0.87
Ca  1.29  -0.09  -1.47
B  3.24  -1.02  -0.67
F  4.07  0.06  -0.65
F  2.67  -1.16  -1.89
F  3.78  -2.25  -0.21
F  2.14  -0.63  0.07
F  1.68  1.37  -0.60
F  0.26  -0.12  -0.03
C  -2.32  0.42  1.35
C  -2.49  0.42  -0.15
O  -1.82  -0.73  -0.61
H  -2.56  1.37  1.82
H  -1.25  0.39  1.55
H  -2.82  -0.28  2.01
H  -2.07  1.28  -0.68
H  -3.55  0.32  -0.37
H  -0.91  -0.65  -0.33

Mulliken atomic charge list, values in e, 6 entries:
1 Ca 1.524
2 Ca 1.533
3 B 0.337
4 F -0.316
5 F -0.296
6 F -0.343



C2H6BN | wB97M-V/def2-TZVPD

Total energy ... -4336.8915 eV
SMILES ... NB1CC1
ΔE to the lowest compared entry with this formula, charge and spin ... 0.6164 eV
LUMO level ... 0.60 eV
Frontier orbital gap ... 9.624 eV
Largest force on an atom ... 5.00 eV/Å

Cartesian coordinates (Å):
N  1.80  -0.01  0.02
B  0.40  -0.02  -0.07
C  -0.83  0.89  -0.02
C  -0.93  -0.90  0.01
H  2.30  0.85  0.30
H  2.43  -0.76  -0.30
H  -1.25  1.35  0.84
H  -1.34  1.29  -0.82
H  -1.37  -1.43  -0.87
H  -1.21  -1.27  0.92

Mulliken atomic charge list, values in e, 6 entries:
1 N -0.329
2 B 0.123
3 C -0.698
4 C -0.682
5 H 0.216
6 H 0.206